{
  "formula": "C3H7PS",
  "method": "wB97M-V/def2-TZVPD",
  "homo_lumo_gap_ev": [6.69, 7.74],
  "largest_force_ev_per_a": 4.22,
  "e_above_lowest_kcal_mol": 48.9,
  "species": ["C", "C", "H", "H", "H", "H", "C", "H", "H", "S", "H", "P"],
  "xyz": [[0.43, 0.86, 0.75], [0.15, -0.35, 0.02], [-0.37, 1.00, 1.48], [1.32, 0.99, 1.30], [0.65, -2.20, -0.90], [-2.50, 1.69, 0.32], [1.19, -1.25, -0.55], [1.85, -1.52, 0.18], [0.34, 1.64, -0.07], [-1.50, -0.67, -0.66], [1.63, -0.74, -1.47], [-3.17, 0.55, -0.40]],
  "mulliken_charge": [-1.161, 0.537, 0.298, 0.393, 0.325, -0.012, -1.058, 0.358, 0.278, -0.116, 0.249, -0.092]
}

{
  "formula": "C3H7PS",
  "method": "wB97M-V/def2-TZVPD",
  "homo_lumo_gap_ev": [5.62, 9.35],
  "spin_multiplicity": 3,
  "largest_force_ev_per_a": 1.42,
  "s2": 2.009,
  "e_above_lowest_kcal_mol": 4.8,
  "species": ["H", "P", "C", "H", "H", "H", "H", "S", "H", "C", "H", "C"],
  "xyz": [[-0.14, 0.41, -2.43], [1.05, 1.07, 4.49], [-0.53, -0.15, -0.41], [0.81, -1.60, -1.22], [0.74, 1.33, -1.23], [1.01, -1.29, 0.50], [-0.36, -2.24, -0.03], [-0.35, 1.31, 3.19], [-0.99, 1.64, -1.46], [0.27, -1.38, -0.30], [-1.27, 0.05, 0.34], [-0.23, 0.86, -1.44]],
  "mulliken_charge": [0.308, 0.133, -0.270, 0.294, 0.250, 0.220, 0.309, -0.130, 0.295, -0.974, 0.538, -0.974]
}

{
  "formula": "C3H8",
  "method": "wB97M-V/def2-TZVPD",
  "homo_lumo_gap_ev": 11.57,
  "smiles": "C=C.C",
  "largest_force_ev_per_a": 0.80,
  "e_above_lowest_kcal_mol": 26.0,
  "species": ["H", "C", "H", "H", "H", "H", "H", "H", "C", "H", "C"],
  "xyz": [[-4.06, 0.43, 5.17], [2.90, 0.09, -3.42], [-4.08, 0.40, 3.44], [-5.27, -0.62, 4.32], [4.62, -0.31, -4.52], [4.78, 1.11, -3.37], [2.40, 0.56, -2.58], [2.38, -0.79, -3.80], [-4.27, -0.21, 4.32], [-3.55, -1.03, 4.25], [4.14, 0.35, -3.81]],
  "mulliken_charge": [0.222, -0.444, 0.230, 0.217, 0.204, 0.228, 0.228, 0.206, -0.894, 0.226, -0.422]
}

{
  "formula": "C3H8BBrO2",
  "method": "wB97M-V/def2-TZVPD",
  "homo_lumo_gap_ev": [5.61, 8.65],
  "spin_multiplicity": 3,
  "largest_force_ev_per_a": 9.01,
  "s2": 2.006,
  "e_above_lowest_kcal_mol": 0.0,
  "species": ["H", "H", "H", "H", "Br", "C", "O", "H", "B", "O", "H", "H", "C", "C", "H"],
  "xyz": [[-0.11, 0.86, 2.11], [1.44, 0.29, -1.29], [-0.87, -2.65, 0.64], [0.30, 2.55, 0.40], [-3.39, 0.33, -0.36], [0.28, 0.43, 1.11], [1.31, -1.82, 0.02], [1.02, -2.74, -0.08], [0.29, -1.09, 0.56], [-0.96, -1.71, 0.78], [1.75, 2.00, -1.45], [-0.01, 1.28, -1.79], [0.98, 1.24, -1.19], [0.53, 1.46, 0.24], [-2.55, -0.43, 0.30]],
  "mulliken_charge": [0.279, 0.273, 0.218, 0.330, -0.239, -0.520, -0.432, 0.264, 0.618, -0.512, 0.324, 0.205, -0.960, -0.060, 0.214]
}

{
  "formula": "C3H8BNO",
  "method": "wB97M-V/def2-TZVPD",
  "homo_lumo_gap_ev": 9.78,
  "smiles": "CCC/N=B/O",
  "largest_force_ev_per_a": 2.98,
  "e_above_lowest_kcal_mol": 23.8,
  "species": ["C", "C", "H", "H", "O", "C", "N", "B", "H", "H", "H", "H", "H", "H"],
  "xyz": [[-0.86, -0.54, -0.16], [0.08, 0.09, -1.19], [1.12, -0.08, -0.82], [-1.12, 1.84, -1.11], [1.38, -1.43, 3.02], [-0.06, 1.65, -1.08], [-0.11, -1.13, 0.92], [0.56, -1.26, 1.95], [1.54, -2.28, 3.36], [-0.13, -0.07, -2.27], [-1.54, 0.32, 0.13], [-1.46, -1.34, -0.65], [0.33, 2.18, -1.90], [0.26, 2.06, -0.20]],
  "mulliken_charge": [-0.198, -0.260, 0.222, 0.391, -0.582, -1.445, 0.595, -0.520, 0.301, 0.284, 0.220, 0.207, 0.392, 0.395]
}

{
  "formula": "C3H8BaBrN2O4S2",
  "method": "wB97M-V/def2-TZVPD",
  "homo_lumo_gap_ev": 7.14,
  "charge": 1,
  "largest_force_ev_per_a": 3.41,
  "e_above_lowest_kcal_mol": 29.5,
  "species": ["H", "N", "H", "H", "N", "O", "O", "O", "O", "H", "S", "C", "H", "H", "Br", "Ba", "C", "H", "H", "S", "C"],
  "xyz": [[1.23, 0.41, -1.80], [0.99, 1.49, 1.26], [0.30, -1.07, 1.12], [-0.52, -0.15, -1.01], [1.82, 0.19, -1.02], [-1.39, 1.57, 1.90], [-0.86, 2.65, -0.16], [1.87, 2.76, -0.81], [3.30, 1.49, 0.53], [-1.93, -2.55, -0.28], [-0.58, 1.57, 0.75], [-0.76, -1.14, 0.90], [1.48, -0.63, -0.53], [-0.18, -2.82, -0.32], [-2.97, 0.05, -0.44], [0.71, 1.44, -3.29], [-1.02, -2.53, 0.31], [-1.11, -3.26, 1.11], [-1.29, -1.00, 1.83], [2.00, 1.56, 0.03], [-1.07, -0.01, -0.08]],
  "mulliken_charge": [-0.042, -0.394, 0.311, 0.202, -0.528, -0.656, -0.561, -0.677, -0.654, 0.314, 1.340, -0.640, 0.283, 0.267, 0.037, 1.812, -1.131, 0.386, 0.459, 1.147, -0.276]
}

{
  "formula": "C3H8BaO",
  "method": "wB97M-V/def2-TZVPD",
  "homo_lumo_gap_ev": 4.10,
  "largest_force_ev_per_a": 4.06,
  "species": ["H", "Ba", "H", "C", "H", "H", "H", "C", "H", "O", "H", "C", "H"],
  "xyz": [[-0.39, -2.65, -1.11], [0.20, 0.64, 1.76], [-2.93, -1.19, -0.19], [-2.15, 0.86, -0.04], [-0.59, 1.49, -0.35], [-2.21, 1.93, -0.30], [-1.86, -0.72, -1.54], [-0.63, -2.54, -0.05], [-1.49, -3.17, 0.22], [-0.92, -1.19, 0.23], [-3.24, 0.93, 0.08], [-2.04, -0.59, -0.46], [0.25, -2.79, 0.57]],
  "mulliken_charge": [0.275, 0.795, 0.319, -1.463, -0.010, 0.122, 0.284, -0.702, 0.261, -0.261, 0.102, 0.063, 0.214]
}

{
  "formula": "C3H8BrFeO",
  "method": "wB97M-V/def2-TZVPD",
  "homo_lumo_gap_ev": [9.71, 7.37],
  "charge": 2,
  "spin_multiplicity": 6,
  "largest_force_ev_per_a": 10.34,
  "s2": 8.768,
  "e_above_lowest_kcal_mol": 0.0,
  "species": ["H", "H", "Fe", "H", "H", "H", "H", "H", "H", "O", "Br", "C", "C", "C"],
  "xyz": [[18.52, -15.98, -19.79], [19.07, -13.53, -18.53], [22.19, -11.66, -21.93], [17.42, -15.06, -21.73], [17.31, -14.09, -18.80], [18.60, -13.74, -21.91], [18.08, -12.96, -19.84], [19.04, -15.38, -22.22], [20.59, -14.48, -20.67], [20.16, -15.01, -19.99], [21.03, -13.09, -21.41], [18.45, -14.76, -21.55], [18.28, -13.83, -19.22], [18.79, -14.97, -20.10]],
  "mulliken_charge": [0.367, 0.362, 0.637, 0.384, 0.366, 0.474, 0.344, 0.478, 0.515, -0.171, 0.293, -1.562, -1.024, 0.538]
}